A molecular structure, C37H51N2O2P2TcTe4 at a distorted geometry, computed with wB97M-V/def2-TZVPD.

Its LUMO energy (alpha / beta) is -3.09 / -3.94 eV. The charge is +1. The value obtained for the frontier orbital gap (alpha / beta) is 6.84 / 6.03 eV. Its spin multiplicity is 4. The value obtained for the HOMO energy (alpha / beta) is -9.934 / -9.970 eV.

Each line ends with the Mulliken spin population.
Cartesian coordinates (Å):
Tc  -0.15613  1.29352  0.57876  1.897
O  1.36751  -0.97367  0.65471  0.078
C  0.99593  -0.16555  1.51677  -0.085
C  1.67243  -0.12464  2.85981  0.065
C  2.37636  -1.16927  3.50395  0.005
C  2.91057  -0.93497  4.76001  0.000
C  2.85766  0.31821  5.35813  -0.001
C  2.26471  1.37260  4.65374  0.005
C  1.67035  1.13448  3.44103  0.050
P  0.67609  2.40219  2.47947  -0.079
C  -0.57919  2.97553  3.67128  0.011
C  -1.23308  4.23136  3.47646  0.003
C  -2.40850  4.50392  4.19623  0.002
C  -2.85294  3.53617  5.10097  -0.003
C  -2.11099  2.41083  5.40134  0.000
C  -0.98279  2.08626  4.69637  -0.003
C  1.80607  3.84247  2.23026  -0.005
C  2.86147  4.20950  3.03927  0.004
C  3.64335  5.31879  2.80911  0.000
C  3.29860  6.18257  1.72887  -0.001
C  2.19541  5.86356  0.92239  -0.002
C  1.46865  4.71776  1.15194  -0.031
H  2.54749  -2.13844  3.05845  -0.001
H  3.43472  -1.74261  5.23505  0.000
H  3.35217  0.50190  6.27997  0.000
H  2.25824  2.35691  5.20038  0.000
H  -0.87404  4.86755  2.70987  -0.001
H  -3.05286  5.33478  3.98468  0.000
H  -3.83567  3.60394  5.57281  0.000
H  -2.55219  1.64985  6.11054  0.000
H  -0.45231  1.18561  4.76349  -0.001
H  3.17245  3.70001  3.89950  0.000
H  4.47832  5.48436  3.46425  0.000
H  3.89723  7.04176  1.56402  0.000
H  2.01665  6.50751  0.07908  0.000
H  0.57051  4.52463  0.60458  0.009
Te  -2.65206  1.95225  1.37157  -0.028
Te  -6.53007  1.88843  0.94404  0.813
Te  -1.48392  3.53230  -0.47670  0.122
Te  -4.60179  0.60139  -0.14173  0.197
O  -0.84970  -0.19245  -0.90924  -0.020
P  -0.81770  -1.52409  -1.65009  0.061
C  -1.72985  -1.31038  -3.13971  0.001
C  -2.90359  -0.27045  -3.02028  0.005
C  -3.97443  -0.33055  -4.14242  -0.006
C  -3.38224  -0.84458  -5.45686  0.001
C  -2.56064  -2.14926  -5.30085  0.000
C  -2.25696  -2.55138  -3.86899  -0.003
C  0.87030  -1.96317  -2.19217  0.001
C  1.41898  -0.93972  -3.19531  -0.003
C  3.00464  -1.08441  -3.23720  0.000
C  3.48947  -2.56644  -3.43399  0.000
C  2.33772  -3.36597  -3.87690  0.000
C  1.22198  -3.33974  -2.80668  -0.001
C  -1.82561  -2.77677  -0.75950  -0.014
C  -2.46701  -2.27833  0.52058  0.008
C  -1.57862  -2.11125  1.70600  -0.104
C  -0.73616  -3.40905  1.81705  0.004
C  -0.08796  -3.93261  0.55166  0.001
C  -1.10286  -4.10922  -0.59346  -0.001
H  -0.98227  -0.82246  -3.72994  0.002
H  -2.44355  0.72958  -2.94166  0.013
H  -3.27507  -0.49262  -2.03115  -0.024
H  -4.33858  0.70445  -4.28630  0.001
H  -4.68254  -1.03840  -3.76899  0.000
H  -2.76303  -0.07572  -5.87448  0.000
H  -4.13351  -1.03204  -6.16348  0.000
H  -1.63020  -2.18692  -5.84181  0.000
H  -3.03199  -2.97705  -5.81362  0.000
H  -1.68389  -3.47207  -3.90349  0.000
H  -3.17064  -2.85778  -3.39972  0.000
H  1.55999  -1.93734  -1.34793  0.001
H  1.18010  0.08474  -2.85573  -0.001
H  1.00479  -1.15942  -4.16817  0.000
H  3.37966  -0.69507  -2.25947  -0.002
H  3.28041  -0.41611  -4.00273  0.000
H  3.87100  -2.97703  -2.50591  0.000
H  4.35370  -2.49941  -4.13366  0.000
H  2.49532  -4.39992  -3.95830  0.000
H  1.96931  -3.08449  -4.89672  0.000
H  1.49336  -3.95189  -1.92046  0.001
H  0.37645  -3.94431  -3.18982  0.000
H  -2.63366  -2.91331  -1.48690  0.006
H  -3.18729  -3.04814  0.77249  0.005
H  -3.04632  -1.40506  0.35717  0.002
H  -2.15103  -1.91868  2.64869  0.000
H  -0.93784  -1.26075  1.50076  0.040
H  -1.40283  -4.17707  2.17307  -0.001
H  0.08261  -3.30909  2.58669  0.002
H  0.25452  -4.88889  0.84621  0.000
H  0.73865  -3.36337  0.21025  -0.001
H  -1.89750  -4.80146  -0.35927  0.000
H  -0.68534  -4.53409  -1.54164  0.000
N  3.01421  2.24755  -0.58086  0.000
N  1.78493  1.48771  -0.77019  0.005
H  3.36049  2.06923  0.35500  0.001
H  2.76069  3.24692  -0.62658  0.000
H  1.56723  1.72967  -1.76209  0.002
H  2.04544  0.50621  -0.79553  -0.002

=====

A molecular structure, C37H52BN10O2RbS3 at a distorted geometry, computed with wB97M-V/def2-TZVPD.

Its LUMO energy is -1.00 eV. The value obtained for the frontier orbital gap is 4.86 eV. Its spin multiplicity is 1. The value obtained for the HOMO energy is -5.859 eV.

Each line ends with the natural charge from an NBO analysis.
Cartesian coordinates (Å):
Rb  -0.03840  0.11875  0.13702  0.888
C  3.89575  -5.44942  -3.32818  -0.620
C  3.45723  -4.16930  -2.68184  -0.088
C  4.04642  -2.97486  -2.97373  -0.147
C  3.63405  -1.76774  -2.35928  -0.206
C  4.18560  -0.56199  -2.78101  0.191
N  3.86415  0.61072  -2.26903  -0.521
C  4.32353  1.89277  -2.72592  -0.223
C  5.12914  2.63359  -1.63911  -0.420
C  4.85688  4.14593  -1.63066  -0.221
N  3.45375  4.43603  -1.40638  -0.563
C  2.71294  3.85558  -0.42899  0.187
C  3.10363  3.46304  0.83352  -0.319
C  4.29029  3.88610  1.49599  -0.160
C  4.63424  3.43111  2.73454  -0.059
C  5.86504  3.90908  3.44585  -0.623
C  3.81368  2.46031  3.35123  -0.114
C  2.65393  2.00076  2.78380  -0.184
C  1.92454  0.92834  3.43820  0.115
N  1.24009  0.08327  2.79996  -0.398
C  0.67608  -1.03830  3.48479  -0.273
C  1.54201  -2.28639  3.24994  -0.390
C  1.87643  -2.52721  1.77938  -0.288
N  0.71351  -2.93463  1.03577  -0.405
C  0.79029  -3.16672  -0.20092  0.097
C  1.95535  -3.05502  -1.10874  -0.129
C  2.37500  -4.17586  -1.77342  -0.146
C  2.59737  -1.77869  -1.33714  0.468
O  2.27427  -0.73825  -0.71890  -0.738
C  2.17398  2.54728  1.51947  0.587
O  1.07090  2.27145  1.03917  -0.662
H  4.81680  -5.29795  -3.88657  0.213
H  3.12906  -5.80986  -4.01576  0.214
H  4.06628  -6.22303  -2.57968  0.216
H  4.85176  -2.93046  -3.69422  0.199
H  4.90321  -0.56399  -3.59812  0.193
H  3.14150  0.54314  -1.52988  0.464
H  3.44325  2.49311  -2.98876  0.201
H  4.92979  1.76153  -3.63003  0.203
H  6.19662  2.46283  -1.77516  0.219
H  4.84419  2.22866  -0.66727  0.232
H  5.14211  4.59053  -2.58577  0.209
H  5.47170  4.60936  -0.85849  0.210
H  2.93556  4.65677  -2.24238  0.401
H  1.68019  3.64503  -0.68904  0.246
H  4.89575  4.65044  1.03364  0.198
H  6.45389  4.56793  2.81370  0.214
H  6.48656  3.06457  3.73728  0.217
H  5.59273  4.45046  4.35155  0.219
H  4.13769  2.05123  4.30083  0.210
H  2.06982  0.85702  4.53278  0.145
H  -0.32528  -1.22054  3.08561  0.251
H  0.60185  -0.86181  4.57216  0.172
H  1.01761  -3.15396  3.65200  0.213
H  2.48331  -2.17269  3.79555  0.194
H  2.63511  -3.31947  1.71515  0.196
H  2.30943  -1.61511  1.35939  0.229
H  -0.11117  -3.56358  -0.66985  0.192
H  1.87106  -5.11639  -1.58294  0.213
C  -1.97198  3.98082  0.74624  -0.405
N  -2.83905  2.83999  0.67265  -0.369
C  -3.77364  2.46398  1.60314  -0.115
C  -4.33160  1.31268  1.16203  -0.010
N  -3.74820  0.96404  -0.02313  -0.517
B  -4.11330  -0.30811  -0.80721  0.182
N  -3.37004  -1.56793  -0.21510  -0.503
C  -3.27015  -2.69614  -0.98010  -0.053
C  -2.89105  -3.73428  -0.19951  -0.113
N  -2.75895  -3.24256  1.07256  -0.372
C  -2.34670  -3.97778  2.23051  -0.422
C  -3.04386  -1.90902  1.04591  0.262
S  -2.96539  -0.96921  2.43934  -0.412
C  -2.83171  1.90388  -0.31557  0.257
S  -1.88460  2.05873  -1.68998  -0.449
H  -2.35244  4.66920  1.49981  0.198
H  -1.94467  4.47658  -0.22631  0.226
H  -0.95251  3.68042  1.01055  0.220
H  -3.95627  3.02555  2.49560  0.210
H  -5.10500  0.72560  1.61174  0.237
H  -3.77906  -0.20406  -1.94110  -0.030
H  -5.28296  -0.50549  -0.66667  -0.060
H  -3.51054  -2.67585  -2.02246  0.226
H  -2.73057  -4.77011  -0.42118  0.211
H  -2.84154  -4.95149  2.24681  0.194
H  -2.63851  -3.39794  3.10883  0.252
H  -1.26235  -4.11358  2.23368  0.216
C  1.09901  1.36376  -5.18275  -0.400
N  1.23020  0.02235  -5.69517  -0.459
C  2.33600  -0.13650  -6.61248  -0.407
C  0.75186  -1.02882  -4.95932  0.305
S  0.34562  -0.87029  -3.36524  -0.218
N  0.63583  -2.22943  -5.59978  -0.446
C  0.22633  -3.37187  -4.81628  -0.413
C  0.22194  -2.31107  -6.98570  -0.410
H  0.97091  2.04549  -6.02569  0.194
H  1.98775  1.66135  -4.61566  0.166
H  0.23284  1.42709  -4.52766  0.260
H  3.21693  0.38333  -6.21748  0.183
H  2.10177  0.29672  -7.58903  0.199
H  2.58565  -1.18586  -6.73404  0.219
H  0.77404  -3.37661  -3.87735  0.235
H  0.44903  -4.27694  -5.37930  0.193
H  -0.84351  -3.33618  -4.59012  0.203
H  0.26998  -1.33610  -7.46166  0.217
H  -0.81224  -2.66729  -7.04284  0.201
H  0.85635  -3.01485  -7.53292  0.197

=====

Energy above the lowest of the compared OMol25 structures with the same formula, charge and spin? In order: 0.0; 32.5 kcal per mole.